C5H8BrFO | ωB97M-V/def2-TZVPD

```
16
Properties=species:S:1:pos:R:3:forces:R:3:mulliken_charge:R:1
H 1.646113 -2.052518 0.987003 2.26 -1.68 -0.26 0.456
C -0.342786 -1.843527 0.578703 0.45 2.37 3.01 -1.078
Br 3.344301 0.355776 0.499679 -0.51 0.47 0.25 -0.200
H 0.885972 0.607491 -0.232999 -0.60 1.35 -0.09 -0.039
C -1.573932 3.964817 -0.745632 0.43 -1.02 -0.08 -0.917
H -0.960656 -0.958043 0.451668 -0.87 -0.43 -0.01 0.263
C 1.529601 -0.191675 -0.056964 2.39 -2.51 -0.04 0.583
H -0.896860 4.789318 -0.622945 -0.06 0.16 0.06 0.258
H 0.966599 -0.924008 1.960808 0.19 0.91 -0.22 0.441
C -1.138521 2.724912 -0.597487 -0.96 0.99 -0.29 0.776
C 1.027394 -1.237017 0.917722 -1.59 0.73 0.36 -0.733
H -0.227143 -2.339796 -0.300802 -0.27 -1.85 -2.37 0.340
H -2.566307 4.039829 -1.176110 0.14 0.20 0.13 0.245
H -0.617435 -2.446170 1.484662 -0.19 0.34 -1.27 0.320
F 1.832433 -0.774127 -1.306890 -1.01 0.10 0.67 -0.274
O -0.891022 1.601174 -0.490060 0.20 -0.15 0.15 -0.440
```
Positions in Å, forces in eV/Å.

- LUMO level (eV) = 0.537
- orbital gap (hartree) = 0.3764
- SMILES = CC[C@H](F)Br.C=C=O
- net charge = 0
- energy (eV) = -80120.45612
- E_HOMO (eV) = -9.706
- energy above the lowest of the compared OMol25 structures with the same formula, charge and spin (kcal per mole) = 0.0